Computed, not measured: a structure of composition C25H41N2PTi, with ωB97M-V/def2-TZVPD.

Structure (XYZ):
```
70
Properties=species:S:1:pos:R:3:forces:R:3
Ti -1.003 -0.850 -1.038 3.4 3.9 0.6
P -1.993 -1.479 1.521 0.3 -1.5 3.8
N -0.324 1.142 -0.631 -1.7 -3.4 -0.4
N -0.335 -2.220 -2.460 0.8 0.1 -0.8
C 1.769 -2.842 2.026 0.3 0.0 -0.5
C 0.910 3.322 2.717 -0.5 0.0 0.1
C 2.930 -2.990 1.257 -0.5 0.5 0.2
C -0.372 3.579 -1.208 -0.4 0.5 0.1
C -1.252 -2.307 -3.643 -0.6 -0.4 -0.2
C -0.451 3.150 2.482 0.4 0.4 0.6
C 0.102 -3.600 -2.104 0.0 -0.8 -0.4
C -0.856 2.267 1.481 -0.3 -0.7 -0.4
C -2.435 -3.160 0.785 -0.3 -0.1 -1.9
C 0.773 -1.237 -2.837 0.0 -1.0 -0.1
C 2.017 -1.298 -1.954 0.1 0.1 -0.7
C -1.423 3.985 3.274 -0.3 -0.1 0.2
C 1.049 2.129 -2.449 0.4 -0.2 -0.4
C -3.417 -1.325 2.673 -0.1 0.2 -0.1
C 1.872 2.631 1.987 0.1 -0.2 -0.2
C 0.614 -1.688 0.177 -0.5 -0.6 0.6
C -1.452 1.891 -2.668 -0.3 0.4 0.0
C -0.499 -2.090 2.454 -1.2 0.4 0.3
C 1.830 -1.784 -0.542 0.6 0.0 0.2
C 0.635 -2.211 1.493 1.0 -0.2 0.0
C -0.291 2.135 -1.717 0.4 0.8 -0.3
C 0.096 1.640 0.631 0.8 0.2 0.7
C 1.467 1.770 0.959 -0.4 0.0 0.0
C 2.978 -2.401 -0.005 -0.6 -0.3 0.5
C 3.309 2.909 2.327 0.3 -0.1 0.1
H 1.744 -3.212 3.052 0.0 0.0 -0.3
H -3.158 -3.043 -0.022 -0.1 -0.1 0.1
H 1.085 -1.442 -3.889 -0.5 0.5 0.7
H 4.004 2.292 1.752 -0.1 0.1 0.1
H 2.723 -1.957 -2.491 -0.2 0.2 0.4
H 1.103 -3.673 -1.693 -0.1 0.4 0.1
H -0.733 -3.029 2.972 0.0 0.2 -0.1
H 1.068 2.985 -3.133 0.2 -0.2 0.1
H -2.882 -3.779 1.572 0.1 0.7 0.3
H -2.394 1.991 -2.123 0.0 0.0 -0.1
H 3.778 -3.538 1.657 -0.1 0.2 -0.1
H -1.434 2.651 -3.455 -0.1 -0.2 0.0
H 1.233 1.237 -3.045 0.0 0.1 -0.1
H 1.876 2.225 -1.738 -0.1 0.1 -0.1
H -4.320 -1.140 2.077 0.1 -0.1 0.1
H -0.289 -1.333 3.222 0.1 -0.2 -0.1
H -3.292 -0.453 3.319 0.1 -0.1 0.0
H 2.218 1.222 0.390 -0.2 0.2 0.0
H -1.486 -0.108 1.953 0.1 0.6 -2.2
H -1.462 0.916 -3.172 0.1 -0.1 0.0
H -2.454 3.768 2.981 0.1 0.1 0.1
H -1.032 -3.247 -4.183 -0.2 0.7 0.1
H 0.504 3.855 -0.608 -0.2 -0.1 0.0
H -1.567 -3.696 0.402 0.2 0.4 0.1
H -1.923 2.144 1.256 0.4 0.3 -0.1
H -1.304 3.792 4.349 -0.1 0.0 -0.2
H -1.275 3.787 -0.630 0.0 -0.1 0.0
H -2.491 -0.951 -1.839 -0.5 -0.2 1.0
H -1.254 5.065 3.141 0.0 -0.4 -0.1
H 3.485 2.725 3.397 0.0 0.0 -0.3
H -2.294 -2.314 -3.290 0.4 -0.1 -0.4
H -1.078 -1.456 -4.310 -0.3 -0.2 0.2
H -3.550 -2.230 3.281 0.1 0.2 -0.3
H -0.585 -4.036 -1.379 0.0 0.1 -0.1
H 2.505 -0.307 -1.963 -0.3 -0.2 0.0
H 3.895 -2.504 -0.590 -0.4 0.2 0.0
H 0.265 -0.250 -2.792 0.3 -0.2 -0.3
H 1.247 4.009 3.498 -0.2 -0.1 -0.3
H 3.572 3.966 2.158 -0.2 -0.3 -0.1
H 0.076 -4.249 -2.996 0.0 0.4 0.3
H -0.376 4.251 -2.076 -0.1 -0.2 0.2
```
Forces are in eV/Å.

Values from the calculation:
Molecular weight in g mol⁻¹: 448.46
Relative energy (zero: lowest compared OMol25 entry of this formula, charge and spin) in kcal per mole: 5.6
Gap between HOMO and LUMO (alpha / beta) in eV: 4.77 / 4.78
HOMO level (alpha / beta) in eV: -14.052 / -14.055
Total charge: +2